# 1
DFT (ωB97M-V with the def2-TZVPD basis set) results for a molecular structure, C10H24ClIN2OOsPS at a distorted geometry.

⟨S²⟩ ... 6.028
Strongest force on any atom ... 9.40 eV/A
Total charge ... +3
2S+1 ... 5
E_tot ... -58971.0957 eV
LUMO energy (spin up / spin down) ... -10.21 / -14.68 eV

Element x y z (Å)
1 C 0.58 -3.65 -3.36
2 I -1.11 -2.39 -2.85
3 H 0.15 -4.61 -3.65
4 H 1.21 -3.73 -2.47
5 H 1.10 -3.17 -4.19
6 Os 0.04 -0.60 -1.33
7 P -0.01 1.08 -2.88
8 C 1.57 1.42 -3.72
9 C -1.21 0.83 -4.25
10 H -1.16 2.69 -1.45
11 H -0.55 3.45 -2.96
12 H 0.59 3.06 -1.64
13 C -0.33 2.73 -2.16
14 H -2.22 0.74 -3.84
15 H -1.15 1.68 -4.93
16 H 1.40 2.11 -4.55
17 H 2.01 0.48 -4.08
18 H -0.95 -0.09 -4.78
19 H 2.24 1.88 -2.98
20 C 1.82 -0.94 -1.63
21 O 2.96 -1.18 -1.78
22 Cl -2.19 0.19 -0.93
23 C -1.48 -1.66 5.22
24 C -0.43 -1.18 4.23
25 N -0.99 -1.26 2.85
26 C -0.22 -0.90 1.79
27 S -0.03 -2.04 0.52
28 N 0.38 0.29 1.76
29 C -0.11 1.49 2.50
30 C 1.01 2.10 3.32
31 H -2.38 -1.04 5.16
32 H -1.06 -1.57 6.23
33 H -1.74 -2.71 5.05
34 H -0.14 -0.14 4.41
35 H 0.47 -1.81 4.30
36 H -1.46 -2.16 2.68
37 H 0.93 0.50 0.92
38 H -0.47 2.20 1.75
39 H -0.97 1.19 3.11
40 H 1.80 2.49 2.68
41 H 0.64 2.92 3.94
42 H 1.45 1.34 3.99



# 2
DFT (ωB97M-V with the def2-TZVPD basis set) results for a molecular structure, C10H24CoN3O8P2.

⟨S²⟩ ... 0.822
Strongest force on any atom ... 0.31 eV/A
Total charge ... +1
2S+1 ... 2
E_tot ... -87810.3111 eV
LUMO energy (spin up / spin down) ... -2.10 / -2.02 eV
Energy relative to the best compared isomer or geometry (same formula, charge and spin) ... 123.8 kcal/mol

Element x y z (Å)
1 Co -0.03 -0.14 -0.14
2 N -3.33 -0.67 -2.10
3 C -2.33 0.36 -2.59
4 C -2.89 1.08 -3.80
5 P -0.82 -0.65 -2.95
6 O -1.52 -1.85 -3.81
7 O -0.52 -1.31 -1.61
8 O 0.21 0.05 -3.73
9 P -2.18 1.50 -1.04
10 O -0.32 2.83 -2.25
11 O -1.95 0.39 0.03
12 O -0.52 1.84 -1.22
13 H -3.32 -1.50 -2.71
14 H -4.27 -0.29 -2.05
15 H -3.01 -0.94 -1.14
16 H -3.08 0.41 -4.64
17 H -2.15 1.82 -4.12
18 H -3.81 1.62 -3.55
19 H -1.15 -1.90 -4.70
20 H 0.51 3.23 -1.95
21 C 0.27 -3.09 1.08
22 O -0.17 -1.76 1.31
23 C 0.01 -1.31 2.64
24 C -0.47 0.13 2.65
25 O 0.24 0.88 1.65
26 C 1.45 1.45 2.15
27 H -0.33 -3.80 1.66
28 H 1.33 -3.20 1.34
29 H 0.13 -3.28 0.02
30 H 1.06 -1.39 2.93
31 H -0.59 -1.91 3.34
32 H -0.32 0.60 3.62
33 H -1.52 0.18 2.36
34 H 1.23 2.04 3.04
35 H 1.84 2.12 1.38
36 H 2.19 0.69 2.38
37 C 4.14 -1.51 -3.20
38 N 3.40 -0.76 -2.19
39 C 3.65 0.52 -1.80
40 C 2.69 0.84 -0.89
41 N 1.85 -0.24 -0.73
42 C 2.31 -1.18 -1.53
43 H 5.17 -1.64 -2.89
44 H 4.09 -0.98 -4.15
45 H 3.67 -2.48 -3.32
46 H 4.47 1.09 -2.19
47 H 2.54 1.76 -0.37
48 H 1.87 -2.15 -1.69



# 3
DFT (ωB97M-V with the def2-TZVPD basis set) results for a molecular structure, C10H24N2O14SV at a distorted geometry.

Strongest force on any atom ... 1.92 eV/A
Total charge ... -1
E_tot ... -78926.6684 eV
LUMO energy ... 2.47 eV

Element x y z (Å)
1 O 0.37 -1.44 1.05
2 V 0.86 -0.45 -0.09
3 O -0.45 -0.09 -0.99
4 C 4.10 -2.39 -1.72
5 C 2.94 -1.67 -1.13
6 O 3.06 -1.01 -0.07
7 O 1.81 -1.74 -1.68
8 H 4.39 -1.89 -2.64
9 H 3.84 -3.42 -1.98
10 H 4.94 -2.40 -1.03
11 C 1.62 3.43 1.13
12 C 1.42 2.00 0.70
13 O 0.71 1.23 1.42
14 O 1.76 1.63 -0.44
15 H 0.68 3.98 1.02
16 H 2.39 3.91 0.53
17 H 1.96 3.50 2.16
18 C -2.43 0.67 2.11
19 O -3.70 1.21 2.52
20 H -2.31 0.78 1.02
21 H -1.60 1.21 2.56
22 H -2.42 -0.39 2.31
23 H -3.70 2.14 2.27
24 O -1.24 2.91 -4.35
25 S -2.27 3.28 -3.45
26 O -2.85 4.57 -3.54
27 O -3.47 2.25 -3.60
28 C -3.17 0.96 -4.20
29 C -4.44 0.19 -4.27
30 C -1.78 2.96 -1.79
31 H -2.44 0.44 -3.58
32 H -2.75 1.11 -5.19
33 H -4.72 -0.22 -3.30
34 H -4.29 -0.68 -4.92
35 H -5.27 0.76 -4.69
36 H -1.33 3.90 -1.44
37 H -0.94 2.26 -1.83
38 H -2.60 2.64 -1.16
39 C 0.64 -0.48 4.22
40 N 1.92 -1.23 4.39
41 O 2.92 -0.78 3.87
42 O 1.88 -2.26 5.05
43 H 0.89 0.44 3.70
44 H 0.17 -0.47 5.20
45 H 0.03 -1.09 3.57
46 C 2.12 -4.02 2.35
47 N 2.11 -4.68 1.01
48 O 3.19 -5.02 0.56
49 O 1.04 -4.87 0.47
50 H 1.42 -3.19 2.33
51 H 3.15 -3.73 2.49
52 H 1.80 -4.77 3.07



Q: What is the formula in the first record?
A: C10H24ClIN2OOsPS